This record from the Open Molecules 2025 dataset describes C4H16HfN11O13 as an isolated structure. The level of theory is ωB97M-V with the def2-TZVPD basis set.

XYZ file:
```
45
Properties=species:S:1:pos:R:3
Hf -0.31 0.98 3.59
O 1.08 0.93 -0.54
O 2.73 3.56 1.83
O -2.56 -2.68 -3.91
O 0.98 -0.83 2.70
O 1.29 2.79 -5.03
O 0.01 1.32 1.30
O -2.30 3.17 1.05
O -0.99 0.39 -0.35
O -4.14 2.81 2.08
O 1.67 2.09 3.12
O 3.78 2.05 2.91
O -1.56 -0.73 2.89
O -2.40 1.58 2.52
N 2.69 -0.69 1.16
N 2.83 -2.14 2.91
N 2.90 1.74 -3.79
N -2.40 -1.64 0.98
N -1.82 -0.56 -3.82
N -2.98 2.57 1.87
N 0.64 1.27 -3.51
N -1.24 -2.03 -2.15
N 2.75 2.63 2.59
N 0.03 0.96 0.08
N -2.83 -2.61 2.99
C -2.24 -1.61 2.29
C 2.13 -1.19 2.27
C -1.89 -1.84 -3.32
C 1.61 2.02 -4.14
H 2.23 0.09 0.70
H 3.59 -2.59 2.42
H 3.32 -1.32 0.69
H 3.63 2.23 -4.27
H -2.01 -0.89 0.42
H -0.76 -1.23 -1.78
H -1.92 -0.43 -4.81
H -1.62 0.23 -3.23
H 3.17 1.05 -3.12
H -1.11 -2.96 -1.80
H -0.14 1.20 -4.14
H -3.62 -3.11 2.62
H -2.51 -2.69 3.94
H 2.56 -2.45 3.83
H -3.04 -2.28 0.54
H 0.74 0.85 -2.60
```

As for the total energy: -1789.9422 Ha. Its net charge is +1. As for the frontier orbital gap: 3.653 eV. For the HOMO energy, the calculation gives -0.4136 hartree. The calculation puts the largest force on an atom at 10.84 eV/Å.